[1]
{"formula": "C2H4BrN", "method": "ωB97M-V/def2-TZVPD", "orbital_gap_ev": 9.3, "total_energy_ev": -73668.9588, "smiles": "C/N=C/Br", "de_lowest_ev": 2.0335, "lumo_ev": 0.1, "symbols": ["C", "C", "N", "Br", "H", "H", "H", "H"], "xyz": [[-1.250, -0.446, -0.062], [1.070, 0.350, 0.137], [-0.271, 0.603, 0.082], [-2.975, -0.059, 0.069], [-1.044, -1.375, -0.544], [1.595, 1.394, 0.322], [1.366, -0.063, -0.828], [1.509, -0.404, 0.824]], "forces_ev_per_a": [[7.2, 5.6, -0.2], [3.7, 0.9, -0.6], [-8.5, -4.7, 0.9], [-2.2, 0.6, 0.2], [0.5, -0.9, 0.3], [-0.7, -2.3, -0.4], [0.6, 0.3, -0.4], [-0.8, 0.5, 0.2]], "mulliken_charge": [-0.11, -0.65, -0.35, -0.05, 0.36, 0.22, 0.30, 0.27]}

[2]
{"formula": "C3H4N2O", "method": "ωB97M-V/def2-TZVPD", "orbital_gap_ev": 11.0, "total_energy_ev": -8202.5270, "smiles": "N#CCNC=O", "de_lowest_ev": 1.3584, "lumo_ev": 0.6, "symbols": ["O", "C", "N", "C", "C", "N", "H", "H", "H", "H"], "xyz": [[1.005, -1.572, -0.551], [0.458, -1.349, 0.561], [-0.293, -0.226, 0.724], [-0.751, 0.493, -0.433], [0.243, 1.457, -0.882], [1.306, 1.861, -1.067], [0.808, -1.760, 1.535], [-0.208, 0.273, 1.598], [-0.896, -0.201, -1.264], [-1.673, 1.025, -0.222]], "forces_ev_per_a": [[-2.1, -0.7, 2.9], [3.4, 1.4, -2.5], [-0.8, -0.4, 0.4], [-0.6, 0.4, -0.3], [1.8, -0.4, 0.1], [-0.6, 0.6, -0.2], [-0.5, -0.4, -0.6], [-0.3, -0.2, 0.0], [-0.1, 0.0, 0.2], [-0.3, -0.2, 0.1]], "mulliken_charge": [-0.54, 0.07, -0.20, -0.41, 0.35, -0.41, 0.33, 0.27, 0.27, 0.29]}